[1]
C3H3F2IO | ωB97M-V with the def2-TZVPD basis set

The geometry in ORCA input format:
```
! RIJCOSX wB97M-V def2-TZVPD def2/J DEFGRID3
* xyz 0 1
C 1.40088 -0.51186 -0.51469
C 0.51157 0.03755 0.59011
C -1.23971 0.47079 -0.01467
O 1.11151 -0.80168 -1.64590
F -1.85668 1.08518 0.95670
F -1.01113 1.42758 -1.01259
I -2.37800 -1.13570 -0.59718
H 2.42435 -0.60166 -0.11422
H 0.23208 -0.81800 1.13845
H 0.80513 0.84780 1.21400
*
```

Properties
* lowest unoccupied orbital energy: 0.331 eV
* strongest force on any atom: 5.49 eV/Å
* relative energy (zero: lowest compared OMol25 entry of this formula, charge and spin): 0.784 eV
* orbital gap: 10.235 eV

natural (NBO) population analysis, charges in e, atoms 1 to 4: 0.43 -0.52 0.54 -0.49


[2]
C2F5NO2 | ωB97M-V with the def2-TZVPD basis set

The geometry in ORCA input format:
```
! RIJCOSX wB97M-V def2-TZVPD def2/J DEFGRID3
* xyz 0 1
C -0.40454 0.49075 0.03696
C 1.36452 -0.24441 0.11882
N -1.54766 -0.32527 -0.35584
O -1.99470 -0.99106 0.56724
O -1.88913 -0.31161 -1.49984
F -0.65530 0.94995 1.21868
F -0.21323 1.49790 -0.76625
F 1.68375 -0.10112 1.44768
F 2.16953 0.51307 -0.54367
F 1.48676 -1.47820 -0.22379
*
```

Properties
* lowest unoccupied orbital energy: -1.105 eV
* strongest force on any atom: 4.78 eV/Å
* relative energy (zero: lowest compared OMol25 entry of this formula, charge and spin): 0.993 eV
* orbital gap: 11.068 eV

natural (NBO) population analysis, charges in e, atoms 1 to 4: 0.68 0.96 0.45 -0.34


[3]
C25H20NO16P | ωB97M-V with the def2-TZVPD basis set

The geometry in ORCA input format:
```
! RIJCOSX wB97M-V def2-TZVPD def2/J DEFGRID3
* xyz 0 1
C 4.82421 -2.73667 -4.67290
C 3.86654 -2.17314 -4.15051
C 2.88354 -1.02001 -3.84448
N 3.09742 -0.24144 -2.69077
C 2.31291 0.85155 -2.30238
C 1.15749 1.25068 -3.15698
C 0.30851 2.51824 -2.71605
P 0.97048 3.95581 -3.77996
O 2.07988 4.57398 -2.96057
O 1.70169 3.39672 -5.18926
O -0.26360 5.03043 -4.15025
C 0.80370 0.49771 -4.44403
C -0.38069 0.90290 -5.39760
C -1.77849 0.26329 -5.02235
O -2.33157 -0.39381 -5.87355
O -2.37388 0.50280 -3.74872
C -2.31062 -0.69322 -2.95918
C -1.53799 -0.59002 -1.57566
O -2.82493 -1.72305 -3.31166
C 1.72091 -0.67935 -4.76736
C 1.45678 -1.52266 -6.06919
O 0.33892 -1.93087 -6.43436
O 2.54161 -1.74623 -6.82268
H 5.74542 -3.22591 -5.09722
H 3.90435 -0.52605 -2.11290
H 2.55627 1.45906 -1.37738
H 0.51031 2.83282 -1.64060
H -0.80245 2.35034 -2.84370
H 1.16666 3.61414 -5.98125
H -1.04259 4.72260 -3.63177
H -0.08580 0.57390 -6.44738
H -0.48322 2.03507 -5.38435
H -1.01449 0.39884 -1.41764
H -0.82974 -1.47478 -1.54402
H -2.31729 -0.71708 -0.76447
C 2.88235 1.28034 3.11272
C 2.44835 2.07491 2.13048
C 1.06659 1.94755 1.57851
O 0.70274 2.70575 0.69315
C 0.20104 0.90460 2.12520
C 0.63484 0.10525 3.10696
C 2.00795 0.25014 3.67842
O 2.36089 -0.48258 4.58244
O -0.14888 -0.86425 3.62219
O 3.24303 3.03125 1.59327
H 3.87990 1.36386 3.52257
H -0.79093 0.81237 1.70380
H 0.38901 -1.29865 4.31419
H 2.70104 3.46905 0.90742
C -4.50433 -2.73242 6.33650
C -3.42763 -2.56803 5.56323
C -2.06804 -2.38267 6.15059
O -1.10914 -2.25485 5.40902
C -1.94589 -2.35748 7.60808
C -3.02309 -2.51843 8.38262
C -4.37963 -2.73142 7.79530
O -5.33351 -2.89238 8.53407
O -2.93097 -2.49583 9.73053
O -3.52200 -2.56315 4.21324
H -5.49446 -2.86982 5.92346
H -0.95773 -2.20472 8.02036
H -3.84182 -2.63539 10.05664
H -2.60990 -2.42960 3.88817
*
```

Properties
* lowest unoccupied orbital energy: -2.282 eV
* strongest force on any atom: 5.79 eV/Å
* orbital gap: 5.604 eV

natural (NBO) population analysis, charges in e, atoms 1 to 4: -0.05 -0.12 0.23 -0.45


[4]
C7H7NO | ωB97M-V with the def2-TZVPD basis set

The geometry in ORCA input format:
```
! RIJCOSX wB97M-V def2-TZVPD def2/J DEFGRID3
* xyz 0 1
C 1.13140 0.68656 2.21248
C 0.30981 -0.04199 1.40750
C -0.67148 0.17602 0.25641
C -0.53890 1.67286 -0.32987
C 0.04506 -0.22671 -1.16371
C 0.32528 -1.62115 -0.89332
C -0.86263 -2.02234 -0.25136
H 2.08917 1.22721 2.90875
H -0.47402 2.38799 0.43860
H -1.28103 1.85830 -1.11250
H 1.50417 1.20786 -0.16233
H -0.66967 -0.12093 -1.87971
H 1.13431 -2.30883 -0.96491
H -1.03786 -2.99835 0.23978
N 0.75726 1.15233 -0.98990
O -1.76086 -1.02881 0.28409
*
```

Properties
* lowest unoccupied orbital energy: 0.334 eV
* strongest force on any atom: 9.12 eV/Å
* relative energy (zero: lowest compared OMol25 entry of this formula, charge and spin): 8.709 eV
* orbital gap: 8.839 eV
* SMILES string: C#C[C@@]12CN[C@H]1C=CO2

natural (NBO) population analysis, charges in e, atoms 1 to 4: -0.25 -0.09 0.20 -0.22


[5]
H3INO2P | ωB97M-V with the def2-TZVPD basis set

The geometry in ORCA input format:
```
! RIJCOSX wB97M-V def2-TZVPD def2/J DEFGRID3
* xyz 0 1
N 1.57576 -0.19967 -1.25101
O 0.27381 -1.34189 0.60309
O 0.20610 1.10498 0.67317
P 0.25878 -0.15446 -0.35239
I -3.05803 -0.21102 0.04687
H 1.78406 0.52621 -1.91819
H -0.49099 -1.24264 1.13278
H -0.54948 1.51850 1.06567
*
```

Properties
* lowest unoccupied orbital energy (spin up / spin down): -2.841 / -3.024 eV
* strongest force on any atom: 3.70 eV/Å
* relative energy (zero: lowest compared OMol25 entry of this formula, charge and spin): 0.788 eV
* orbital gap (spin up / spin down): 6.556 / 6.287 eV

natural (NBO) population analysis, charges in e, atoms 1 to 4: -1.08 -0.95 -1.00 2.07


[6]
C5H10N3 | ωB97M-V with the def2-TZVPD basis set

The geometry in ORCA input format:
```
! RIJCOSX wB97M-V def2-TZVPD def2/J DEFGRID3
* xyz 1 1
C -0.77165 1.83143 -0.15188
C -1.26012 -0.28417 -0.07386
C -2.04009 -1.33209 0.04308
C 1.54288 1.55460 0.65960
C 0.89894 -1.18519 0.75666
N -1.68918 0.95324 -0.36980
N 0.36507 1.13844 0.27129
N 0.10448 -0.19377 0.14935
H -0.90454 2.86105 -0.20869
H -1.91719 -2.38614 0.44138
H -3.07014 -1.15233 -0.36073
H 0.60306 -0.56382 -3.11146
H 1.74376 2.57651 0.82671
H 2.21590 0.73881 0.95226
H 0.26262 -1.99919 0.96603
H 1.63745 -1.40002 -0.08862
H 1.36692 -0.89930 1.76283
H 0.91183 -0.25806 -2.46414
*
```

Properties
* lowest unoccupied orbital energy (spin up / spin down): -5.747 / -5.746 eV
* strongest force on any atom: 4.02 eV/Å
* relative energy (zero: lowest compared OMol25 entry of this formula, charge and spin): 5.349 eV
* orbital gap (spin up / spin down): 7.460 / 7.462 eV

natural (NBO) population analysis, charges in e, atoms 1 to 4: 0.21 0.21 -0.33 -0.05


[7]
C4HNO3 | ωB97M-V with the def2-TZVPD basis set

The geometry in ORCA input format:
```
! RIJCOSX wB97M-V def2-TZVPD def2/J DEFGRID3
* xyz 0 1
C -0.75303 1.16838 0.77197
C -1.02196 -0.34107 -0.97042
C 1.64534 -0.47463 -0.06379
C -0.69767 -0.10556 0.25357
N -0.85407 2.13783 1.33646
O -1.23510 -0.50388 -2.10400
O 1.55951 -1.63416 -0.08654
O 1.84287 0.66302 -0.00490
H -0.48589 -0.90993 0.86766
*
```

Properties
* lowest unoccupied orbital energy: -0.078 eV
* strongest force on any atom: 4.14 eV/Å
* relative energy (zero: lowest compared OMol25 entry of this formula, charge and spin): 0.196 eV
* orbital gap: 10.267 eV
* SMILES string: N#CC=C=O.O=C=O

natural (NBO) population analysis, charges in e, atoms 1 to 4: 0.26 0.80 1.02 -0.68


[8]
C16H31NP2SeSn | ωB97M-V with the def2-TZVPD basis set

The geometry in ORCA input format:
```
! RIJCOSX wB97M-V def2-TZVPD def2/J DEFGRID3
* xyz 2 1
P 0.15961 -1.90669 -1.88432
P 0.20886 2.15397 -1.54273
C -0.31482 -0.43735 -2.86791
C 0.52174 0.86864 -2.80288
H -1.39506 -0.24706 -2.73571
H -0.22797 -0.81527 -3.90838
H 1.60525 0.66775 -2.85701
H 0.27798 1.42229 -3.73090
C -1.39149 2.76460 -2.11294
H -1.82059 3.45274 -1.37769
H -2.09438 1.93472 -2.27003
H -1.21188 3.28590 -3.05949
C 1.43902 3.41358 -1.88123
H 1.07907 4.02330 -2.72063
H 2.39409 2.93934 -2.14337
H 1.59095 4.05298 -1.00303
C -1.12035 -3.11420 -2.18073
H -1.21913 -3.78663 -1.31970
H -0.89975 -3.70472 -3.08120
H -2.07649 -2.59004 -2.32689
C 1.79196 -2.39830 -2.45774
H 2.48951 -1.54804 -2.44526
H 1.73560 -2.78721 -3.48288
H 2.18735 -3.17774 -1.79268
Sn 1.34405 0.08259 4.50915
C 0.07667 1.98265 0.24629
C -1.32286 1.71193 0.57743
C -1.87286 0.49449 0.05818
C -1.80524 -0.74626 1.04445
C -0.97080 -1.77344 0.47000
C 0.35774 -1.55651 -0.12320
C 1.31261 -0.30265 0.04419
C 0.94272 0.88070 0.92286
C 0.44681 -1.88509 4.93098
H 0.38816 2.97716 0.61274
H -1.92594 2.51262 1.00596
H -1.23496 0.19413 -0.81239
H -2.91001 0.59481 -0.31284
H -1.47951 -0.40831 2.04759
H -2.83101 -1.15453 1.13098
H -1.28370 -2.80763 0.62855
H 0.98214 -2.40994 0.20856
H 1.64697 0.04142 -0.96119
H 2.25235 -0.70262 0.48328
H 0.46550 0.51921 1.84951
H 1.87971 1.37246 1.24603
H 1.11510 -2.43949 5.60572
H 0.34093 -2.41449 3.97397
H -0.53299 -1.71650 5.40036
Se -0.12653 1.00114 9.22142
C 0.35224 0.80429 7.55903
N 0.68359 0.68128 6.41777
*
```

Properties
* lowest unoccupied orbital energy (spin up / spin down): -6.510 / -6.554 eV
* strongest force on any atom: 1.98 eV/Å
* relative energy (zero: lowest compared OMol25 entry of this formula, charge and spin): 0.645 eV
* orbital gap (spin up / spin down): 5.078 / 5.033 eV

natural (NBO) population analysis, charges in e, atoms 1 to 4: 1.63 1.59 -0.77 -0.75


Q: Which value of strongest force on any atom does entry 5 give?
A: 3.70 eV/Å


Q: Number 4 is which compound?
A: C7H7NO


Q: The highest strongest force on any atom belongs to which entry?
A: C7H7NO